{"formula": "CH2N2P2", "method": "ωB97M-V/def2-TZVPD", "lumo_energy_ev": -0.984, "homo_ha": -0.2969, "symbols": ["C", "N", "N", "P", "P", "H", "H"], "positions_angstrom": [[-0.3057, 0.7567, 0.9312], [0.5247, 0.2114, 0.1748], [1.7980, -0.0560, 2.5376], [0.6208, 1.0141, 2.5933], [1.4966, -0.4815, -0.7538], [-0.8519, 1.5653, 0.5304], [2.0148, -0.8817, 1.5158]], "atomic_forces_ev_per_a": [[1.0, 1.0, 2.4], [-0.3, -0.9, -2.6], [0.1, -1.4, -2.3], [0.9, -2.4, -1.0], [0.4, -0.4, 0.1], [-1.1, 0.7, -0.2], [-1.1, 3.3, 3.7]]}



{"formula": "C22H11CrF16N4O5S6", "method": "ωB97M-V/def2-TZVPD", "s_squared": 0.780, "spin_multiplicity": 2, "lumo_energy_ev": [4.271, 4.271], "homo_ha": [-0.0754, -0.0765], "charge": -2, "symbols": ["Cr", "C", "N", "C", "C", "N", "C", "C", "F", "C", "F", "C", "F", "C", "F", "C", "F", "C", "C", "N", "C", "C", "F", "C", "F", "C", "F", "C", "F", "C", "F", "H", "H", "H", "H", "H", "H", "H", "H", "H", "H", "H", "F", "C", "F", "F", "S", "O", "O", "N", "S", "O", "O", "C", "F", "F", "F", "O", "C", "S", "C", "C", "S", "S", "S"], "positions_angstrom": [[-1.1353, -0.2288, 0.7399], [2.8470, -2.3801, -0.3730], [1.4435, -2.2769, -0.6429], [0.6203, -3.1478, 0.1522], [0.4482, -2.5723, 1.5660], [0.4206, -1.1193, 1.5194], [1.2245, -0.4777, 2.4405], [1.9445, 0.6686, 2.0798], [1.9277, 1.0970, 0.8113], [2.7371, 1.3706, 2.9659], [3.4104, 2.4578, 2.5515], [2.8736, 0.9449, 4.2754], [3.6433, 1.6277, 5.1425], [2.2039, -0.1951, 4.6666], [2.3034, -0.6231, 5.9378], [1.4050, -0.8829, 3.7670], [0.7285, -1.9389, 4.2582], [1.0794, -2.1410, -2.0170], [1.4027, -0.7577, -2.5383], [0.7949, 0.3031, -1.7294], [0.9434, 1.6082, -2.1305], [1.8129, 2.0387, -3.1580], [2.5885, 1.1818, -3.8696], [1.9570, 3.3616, -3.5374], [2.8115, 3.6671, -4.5322], [1.2299, 4.3601, -2.9314], [1.3534, 5.6462, -3.3093], [0.3775, 3.9883, -1.9116], [-0.3304, 4.9295, -1.2766], [0.2588, 2.6701, -1.5108], [-0.5438, 2.4711, -0.4713], [3.3100, -3.2783, -0.8326], [3.0127, -2.4317, 0.7038], [3.3864, -1.5013, -0.7331], [1.0234, -4.1766, 0.2126], [-0.3621, -3.2079, -0.3139], [1.2771, -2.9119, 2.1938], [-0.4712, -2.9745, 2.0064], [0.0056, -2.3013, -2.1080], [1.5888, -2.8698, -2.6818], [1.0586, -0.7079, -3.5800], [2.4796, -0.6012, -2.5349], [-4.9600, -0.8551, 0.2602], [-4.1576, -0.3063, -0.6492], [-4.9084, 0.3247, -1.5426], [-3.3755, 0.5808, -0.0013], [-3.1132, -1.6476, -1.3807], [-2.1300, -1.8011, -0.2747], [-3.9939, -2.7736, -1.5051], [-2.5654, -1.2148, -2.7359], [-1.8857, 0.2423, -3.1447], [-0.4188, -0.0611, -1.1736], [-2.5435, 1.3961, -2.4972], [-2.7778, 0.2368, -4.7693], [-4.0973, 0.0832, -4.6976], [-2.2942, -0.7188, -5.5856], [-2.5293, 1.4232, -5.3569], [-2.2656, 1.4725, 7.3206], [-2.1128, 1.1930, 6.1514], [-1.3322, 2.2467, 4.9760], [-1.5090, 1.1946, 3.5794], [-2.1079, 0.0150, 3.7869], [-2.3948, -1.1246, 2.5234], [-2.6460, -0.3219, 5.4254], [-0.9720, 1.7272, 2.0240]], "atomic_forces_ev_per_a": [[1.1, -0.8, 0.3], [0.0, 0.0, 0.0], [0.2, -0.5, 0.0], [-0.2, 0.1, 0.0], [0.1, 0.0, 0.0], [-0.4, 0.3, 0.2], [0.0, -0.1, -0.3], [0.3, 0.2, -0.1], [-0.1, 0.0, 0.1], [0.0, 0.0, 0.0], [0.0, 0.0, 0.0], [0.0, 0.0, -0.1], [0.0, 0.0, 0.0], [0.0, 0.0, 0.0], [0.0, 0.0, 0.0], [-0.1, 0.0, 0.3], [0.0, 0.0, 0.0], [-0.1, 0.2, 0.0], [-0.2, 0.1, -0.2], [0.3, 0.1, 0.2], [0.0, -0.1, -0.2], [0.1, 0.0, -0.1], [0.0, 0.0, 0.0], [0.0, 0.0, 0.0], [0.0, 0.0, 0.0], [0.0, 0.0, 0.0], [0.0, 0.0, 0.0], [0.0, 0.0, 0.1], [0.0, 0.0, 0.0], [-0.2, 0.2, 0.0], [0.0, 0.1, -0.3], [0.0, 0.0, 0.0], [0.0, 0.0, 0.0], [0.0, 0.0, 0.0], [0.0, 0.0, 0.1], [0.1, 0.0, 0.0], [0.0, 0.1, 0.0], [0.0, 0.0, 0.0], [0.0, 0.0, 0.0], [0.0, 0.0, 0.0], [0.0, 0.0, 0.0], [0.0, 0.0, 0.0], [-0.2, 0.0, 0.0], [0.0, 0.0, 0.2], [0.0, 0.0, 0.1], [-0.1, 0.2, -0.3], [0.5, -0.3, 0.5], [-0.5, 0.1, -0.5], [0.1, -0.1, -0.1], [-0.1, 0.4, -0.2], [-0.2, 0.0, 0.5], [-0.1, 0.3, 0.7], [0.3, -0.3, -0.2], [0.0, 0.0, -0.2], [-0.1, 0.1, 0.0], [0.0, 0.0, -0.1], [0.0, 0.0, -0.1], [0.0, 0.0, 0.0], [0.0, 0.0, 0.1], [0.1, 0.1, 0.0], [0.3, 0.2, 0.1], [-0.1, -0.3, 0.2], [-0.3, 0.1, -0.2], [0.0, -0.1, 0.0], [-0.3, 0.1, -0.2]]}



{"formula": "C5H6O2", "method": "ωB97M-V/def2-TZVPD", "lumo_energy_ev": 0.962, "homo_ha": -0.3295, "symbols": ["O", "C", "C", "O", "C", "C", "C", "H", "H", "H", "H", "H", "H"], "positions_angstrom": [[2.0175, -1.1045, 0.7061], [0.2514, -0.4271, 0.7069], [0.2360, 0.9194, -0.0315], [0.4572, 0.2534, -1.2935], [-0.3052, -0.8079, -0.6664], [-1.6631, -0.1549, -0.4118], [-1.2855, 1.0502, 0.0358], [2.5579, -0.3109, 0.8394], [1.1341, -1.0101, 1.4549], [0.8837, 1.7703, 0.1804], [-0.2138, -1.7909, -1.1239], [-2.6436, -0.6082, -0.4909], [-1.8670, 1.8767, 0.4244]], "atomic_forces_ev_per_a": [[0.1, 0.2, 0.1], [-0.3, 0.1, -0.1], [0.1, 0.4, 0.2], [0.1, 0.0, -0.1], [-0.1, -0.4, -0.2], [0.0, 0.1, 0.1], [-0.1, -0.1, 0.0], [0.0, -0.2, 0.0], [0.2, -0.1, 0.0], [-0.1, -0.1, 0.0], [-0.1, 0.1, 0.1], [0.2, 0.1, 0.0], [0.1, -0.1, -0.1]]}